C35H53F3N5O14 | the ωB97M-V functional and the def2-TZVPD basis

Structure (XYZ):
```
110
Properties=species:S:1:pos:R:3
N -3.82 5.47 -0.15
C -2.75 4.74 -0.20
C -2.92 3.24 -0.73
N -1.76 2.79 -1.58
C -0.63 3.60 -1.86
N 0.28 2.91 -2.73
C -0.39 1.66 -2.88
N 0.17 0.69 -3.63
C 1.45 0.82 -4.38
C 2.77 0.86 -3.48
C 2.82 -0.22 -2.32
F 2.55 -1.51 -2.79
F 4.17 -0.23 -1.84
F 2.04 0.16 -1.22
N -1.66 1.57 -2.18
H -3.58 6.42 0.21
H -1.73 5.18 0.09
H -3.83 3.27 -1.43
H -3.15 2.52 0.12
H -0.37 4.65 -1.50
H -0.35 -0.19 -3.72
H 1.41 1.82 -4.93
H 1.51 0.00 -5.17
H 2.93 1.93 -3.10
H 3.66 0.63 -4.17
H -2.33 0.79 -2.16
O -4.84 9.15 -1.15
C -5.82 8.54 -0.81
O -5.79 7.45 0.00
C -7.11 6.90 0.11
C -8.05 8.03 -0.24
C -7.23 8.82 -1.25
H -7.20 6.06 -0.59
H -7.28 6.53 1.12
H -9.01 7.70 -0.62
H -8.23 8.65 0.64
H -7.37 8.45 -2.27
H -7.45 9.89 -1.20
O -5.80 0.57 -2.39
C -5.34 -0.54 -2.43
O -4.02 -0.82 -2.61
C -3.84 -2.24 -2.71
C -5.05 -2.84 -2.03
C -6.13 -1.82 -2.33
H -3.78 -2.51 -3.77
H -2.91 -2.53 -2.21
H -5.29 -3.84 -2.39
H -4.89 -2.89 -0.95
H -6.63 -2.01 -3.28
H -6.87 -1.76 -1.52
O 3.28 1.17 5.03
C 2.96 0.65 4.00
O 2.48 1.32 2.92
C 2.09 0.39 1.91
C 2.86 -0.88 2.22
C 2.98 -0.83 3.73
H 1.00 0.23 1.98
H 2.33 0.79 0.93
H 2.38 -1.78 1.84
H 3.86 -0.81 1.77
H 2.12 -1.30 4.21
H 3.90 -1.29 4.07
O -1.07 -2.65 -0.54
C -0.51 -3.57 0.00
O -1.11 -4.74 0.32
C -0.19 -5.56 1.06
C 1.18 -5.05 0.70
C 0.92 -3.57 0.47
H -0.41 -5.46 2.13
H -0.33 -6.61 0.77
H 1.93 -5.25 1.46
H 1.51 -5.51 -0.24
H 1.00 -3.00 1.39
H 1.59 -3.16 -0.29
O 7.98 -4.97 -0.87
C 7.65 -3.82 -0.97
O 6.35 -3.41 -1.04
C 6.31 -1.99 -1.26
C 7.64 -1.47 -0.78
C 8.57 -2.63 -1.08
H 6.15 -1.81 -2.33
H 5.48 -1.56 -0.71
H 7.94 -0.54 -1.26
H 7.61 -1.30 0.30
H 8.97 -2.59 -2.10
H 9.38 -2.70 -0.36
O 8.79 2.12 3.08
C 7.84 2.41 3.75
O 7.26 1.58 4.66
C 6.08 2.21 5.19
C 6.27 3.69 4.95
C 7.08 3.71 3.67
H 5.21 1.81 4.66
H 5.99 1.97 6.25
H 5.34 4.24 4.90
H 6.87 4.12 5.77
H 6.44 3.70 2.79
H 7.76 4.56 3.64
O -6.27 -4.57 -0.32
C -5.73 -5.49 0.23
O -6.34 -6.66 0.54
C -5.44 -7.49 1.28
C -4.06 -6.99 0.92
C -4.30 -5.51 0.70
H -5.66 -7.39 2.35
H -5.58 -8.54 0.99
H -3.31 -7.20 1.69
H -3.73 -7.46 -0.01
H -4.22 -4.94 1.62
H -3.63 -5.11 -0.06
```

The calculation puts the LUMO energy at -3.1 eV. The charge is +1. As for the HOMO-LUMO gap: 8.2907 eV. As for the strongest force on any atom: 0.1124 hartree/bohr.

***

C35H54BrN3OP2Pt | the ωB97M-V functional and the def2-TZVPD basis

Structure (XYZ):
```
97
Properties=species:S:1:pos:R:3
N 5.38 -2.68 -0.28
C 4.33 -3.07 0.46
C 3.07 -3.28 -0.11
C 2.92 -3.09 -1.50
C 4.02 -2.63 -2.25
C 5.24 -2.46 -1.59
C 1.65 -3.23 -2.12
Pt -0.62 1.10 -0.69
P -2.63 2.16 -0.80
C 1.38 -2.66 -3.34
C 0.09 -2.10 -3.62
C -0.10 -1.14 -4.65
C -1.26 -0.36 -4.64
C -2.24 -0.66 -3.68
C -2.15 -1.70 -2.77
C -0.97 -2.43 -2.74
Br -4.00 0.22 -3.75
H 0.89 -3.74 -1.52
H 2.12 -2.56 -4.14
H 2.23 -3.59 0.50
H 3.95 -2.44 -3.31
H 4.47 -3.24 1.53
H 6.11 -2.15 -2.17
H 0.68 -1.02 -5.40
H -0.86 -3.23 -2.00
H -1.41 0.42 -5.38
H -2.96 -1.96 -2.10
P 1.29 2.17 -1.04
C -3.71 0.85 -0.16
C -5.19 0.93 -0.52
H -3.57 0.87 0.93
H -3.29 -0.12 -0.50
H -5.70 0.10 -0.03
H -5.66 1.85 -0.15
H -5.34 0.84 -1.60
C -2.73 2.84 -2.47
C -3.95 3.69 -2.77
H -2.73 1.95 -3.13
H -1.79 3.36 -2.73
H -4.06 3.77 -3.85
H -4.88 3.27 -2.37
H -3.85 4.71 -2.38
C -2.79 3.58 0.34
C -4.23 3.97 0.67
H -2.26 4.41 -0.15
H -2.23 3.34 1.25
H -4.20 4.88 1.29
H -4.82 4.20 -0.22
H -4.75 3.19 1.25
C 1.97 3.27 0.27
C 1.20 4.56 0.56
H 2.98 3.52 -0.09
H 2.10 2.69 1.20
H 1.85 5.23 1.14
H 0.90 5.10 -0.34
H 0.30 4.39 1.17
C 1.24 3.34 -2.45
C 1.40 2.72 -3.83
H 2.06 4.05 -2.26
H 0.30 3.90 -2.37
H 1.16 3.47 -4.59
H 2.43 2.40 -4.01
H 0.74 1.86 -4.00
C 2.70 1.07 -1.42
C 3.60 0.70 -0.25
H 3.28 1.61 -2.19
H 2.30 0.16 -1.90
H 4.54 0.28 -0.63
H 3.85 1.56 0.38
H 3.14 -0.06 0.40
C -0.70 -5.12 5.77
C -0.14 -4.86 4.38
N 0.19 -3.44 4.16
C 1.22 -2.88 5.06
C 2.45 -2.31 4.38
C 0.00 -2.93 2.89
O -0.10 -3.67 1.89
C -0.16 -1.44 2.74
C -0.44 -0.58 3.82
C -0.52 0.78 3.57
C -0.44 1.26 2.26
N -0.35 0.40 1.21
C -0.12 -0.93 1.43
H 0.06 -4.99 6.54
H -1.06 -6.14 5.83
H -1.54 -4.45 5.99
H 0.76 -5.47 4.24
H -0.87 -5.15 3.62
H 0.76 -2.11 5.69
H 1.49 -3.70 5.73
H 2.23 -1.38 3.84
H 3.20 -2.08 5.15
H 2.90 -3.04 3.70
H -0.61 -1.00 4.82
H -0.66 1.52 4.36
H -0.48 2.32 1.97
H 0.02 -1.54 0.53
```

The calculation puts the LUMO energy (alpha / beta) at -12.6 / -15.0 eV. Its spin multiplicity is 5. The relative energy (zero: lowest compared OMol25 entry of this formula, charge and spin) comes out at 10.7 kcal/mol. The charge is +4. As for the HOMO-LUMO gap (alpha / beta): 5.2274 / 2.8526 eV. As for the strongest force on any atom: 0.0825 hartree/bohr.